# C50H53N12O3SSc

C50H53N12O3SSc as an isolated structure (ωB97M-V/def2-TZVPD, the Open Molecules 2025 dataset).

Summary:
**DFT total energy**: -108259.1888 eV
**Kohn-Sham gap**: 7.3 eV
**F_max**: 0.011 hartree/bohr
**Energy above the lowest of the compared OMol25 structures with the same formula, charge and spin**: 1.485 eV
**Net charge**: +2

Cartesian coordinates (Å):
Sc (-0.147, -0.315, 0.748)
C (5.509, 3.640, -1.473)
C (4.187, 3.386, -0.783)
C (3.001, 3.969, -1.216)
C (1.794, 3.793, -0.545)
C (1.723, 3.019, 0.618)
N (0.633, 2.921, 1.477)
C (-1.447, 2.976, 2.592)
C (-1.420, 4.256, 3.154)
C (-1.941, 4.554, 4.398)
C (-2.513, 3.557, 5.177)
C (-3.100, 3.842, 6.536)
C (-2.511, 2.277, 4.657)
C (-2.006, 1.969, 3.390)
N (-2.121, 0.548, 3.081)
C (-3.190, -0.188, 3.454)
C (-2.826, -1.512, 3.476)
C (-1.486, -1.502, 3.102)
N (-1.051, -0.261, 2.857)
C (2.905, 2.358, 0.985)
C (4.105, 2.556, 0.326)
N (2.858, 1.448, 2.080)
C (3.697, 1.393, 3.141)
C (3.226, 0.424, 3.988)
C (2.076, -0.063, 3.354)
N (1.847, 0.554, 2.199)
H (5.370, 4.188, -2.405)
H (6.169, 4.237, -0.840)
H (6.039, 2.710, -1.694)
H (3.018, 4.624, -2.083)
H (0.913, 4.303, -0.908)
H (-0.966, 5.060, 2.588)
H (-1.894, 5.574, 4.769)
H (-2.811, 4.831, 6.890)
H (-4.191, 3.807, 6.498)
H (-2.773, 3.105, 7.271)
H (-2.898, 1.468, 5.270)
H (-4.137, 0.284, 3.672)
H (-3.441, -2.358, 3.745)
H (-0.802, -2.334, 3.021)
H (4.993, 2.034, 0.680)
H (4.545, 2.058, 3.217)
H (3.647, 0.113, 4.932)
H (1.401, -0.826, 3.702)
O (-6.474, 0.406, -2.723)
N (-6.102, 1.456, -2.218)
O (-6.670, 2.519, -2.361)
C (-4.868, 1.437, -1.411)
C (-4.224, 2.620, -1.248)
C (-2.994, 2.709, -0.574)
C (-2.277, 3.968, -0.458)
C (-1.216, 4.043, 0.332)
C (-0.791, 2.854, 1.183)
N (-1.133, 1.583, 0.520)
C (-2.369, 1.570, -0.091)
C (-3.072, 0.328, -0.224)
N (-2.484, -0.748, 0.367)
C (-3.110, -1.897, 0.365)
C (-4.382, -2.071, -0.187)
C (-4.992, -1.015, -0.795)
C (-4.333, 0.241, -0.852)
H (-4.672, 3.512, -1.668)
H (-2.629, 4.828, -1.023)
H (-0.659, 4.965, 0.451)
H (0.845, 2.515, 2.363)
H (-2.601, -2.733, 0.831)
H (-4.859, -3.042, -0.139)
H (-5.969, -1.127, -1.233)
C (2.157, -6.164, -1.426)
C (1.626, -6.062, 0.000)
N (1.956, -4.779, 0.678)
C (3.059, -4.815, 1.659)
C (4.408, -4.390, 1.084)
C (1.289, -3.664, 0.374)
S (1.731, -2.171, 1.169)
N (0.304, -3.844, -0.548)
C (-0.421, -2.867, -1.031)
O (-0.306, -1.634, -0.725)
C (-1.471, -3.196, -2.033)
C (-2.238, -2.173, -2.592)
C (-3.242, -2.460, -3.501)
C (-3.492, -3.780, -3.856)
C (-2.735, -4.807, -3.301)
C (-1.729, -4.519, -2.392)
H (1.851, -7.118, -1.863)
H (3.248, -6.116, -1.447)
H (1.752, -5.362, -2.042)
H (2.062, -6.849, 0.608)
H (0.548, -6.185, 0.010)
H (3.125, -5.840, 2.013)
H (2.791, -4.188, 2.502)
H (4.684, -5.014, 0.232)
H (5.181, -4.493, 1.850)
H (4.381, -3.346, 0.767)
H (-2.055, -1.150, -2.287)
H (-3.844, -1.661, -3.919)
H (-4.287, -4.010, -4.557)
H (-2.934, -5.835, -3.578)
H (-1.136, -5.310, -1.948)
C (1.721, 2.041, -3.784)
C (0.728, 1.501, -2.734)
N (1.220, 0.234, -2.165)
C (1.139, -0.810, -3.192)
C (1.811, -0.323, -4.498)
N (2.633, 0.895, -4.152)
C (3.539, 0.583, -2.988)
C (2.627, 0.381, -1.756)
H (2.345, 2.831, -3.379)
H (1.231, 2.396, -4.687)
H (-0.245, 1.310, -3.187)
H (0.588, 2.231, -1.945)
H (0.103, -1.062, -3.385)
H (1.631, -1.705, -2.809)
H (1.087, -0.019, -5.249)
H (2.470, -1.069, -4.934)
H (3.194, 1.160, -4.955)
H (4.227, 1.416, -2.859)
H (4.106, -0.309, -3.246)
H (2.706, 1.234, -1.091)
H (2.930, -0.508, -1.209)